The following is a quantum chemistry calculation of a structure of composition C14H52AsF6N14O11 at a distorted geometry, from OMol25.

Properties
* LUMO: 0.0657 Ha
* E: -135901.09569 eV
* energy above the lowest of the compared OMol25 structures with the same formula, charge and spin: 0.0 kJ/mol

```
! wB97M-V def2-TZVPD RIJCOSX def2/J DEFGRID3
* xyz -1 1
As 0.79674 0.22869 0.47422
F 0.61722 -0.57773 -1.06455
F 0.08373 -1.09411 1.35360
F 0.95214 1.01083 2.01876
F 1.63565 1.56248 -0.25834
F -0.70246 1.06355 0.23148
F 2.34467 -0.51097 0.73875
C -2.74245 4.27445 -1.28353
O -1.75990 4.93846 -1.03637
N -3.89646 4.84976 -1.80997
N -2.93485 2.99265 -0.86162
H -3.86570 5.82766 -2.02397
H -4.58532 4.24950 -2.22382
H -2.13686 2.44863 -0.57265
H -3.79849 2.52851 -1.07304
C 3.59291 -2.31299 -2.78797
O 4.28124 -2.12043 -1.79531
N 3.90792 -3.27770 -3.70655
N 2.58369 -1.47463 -3.13850
H 3.27202 -3.40627 -4.47070
H 4.75114 -3.80609 -3.60355
H 2.08557 -1.54989 -4.00662
H 2.27425 -0.72026 -2.55168
C 5.56372 -1.63845 2.73916
O 6.78911 -1.73173 2.82371
N 4.91986 -1.35465 1.58037
N 4.76107 -1.76022 3.84209
H 3.91176 -1.31544 1.54410
H 5.43074 -0.96710 0.81222
H 3.83844 -1.36550 3.75616
H 5.19258 -2.05339 4.69410
C -0.83016 -0.41441 4.93773
O 0.29296 -0.75973 5.29930
N -1.77979 0.04091 5.79989
N -1.29476 -0.55883 3.67299
H -1.57688 0.12271 6.77631
H -2.71473 0.03880 5.44197
H -0.75846 -0.99934 2.93781
H -2.21438 -0.21810 3.45627
C 1.06916 -4.41479 0.26477
O 1.61580 -3.96396 1.24819
N 0.85487 -3.70533 -0.88673
N 0.73136 -5.75142 0.17927
H 1.21061 -2.76832 -0.95402
H 0.58880 -4.20772 -1.71242
H 1.20778 -6.32831 0.84678
H 0.34773 -6.12790 -0.66611
C 5.03897 1.51442 -2.14786
O 4.96648 2.68534 -2.49341
N 6.19618 0.77484 -2.27731
N 3.98707 0.81508 -1.64065
H 6.29910 0.06819 -1.56789
H 7.00780 1.21505 -2.66477
H 3.14427 1.30260 -1.36783
H 4.08807 -0.17669 -1.46883
C -1.52260 0.90780 -3.48449
C -1.97196 -0.53288 -3.58042
C -2.72666 -0.88746 -4.86478
O -2.21673 -0.38138 -6.09103
C -1.10785 -0.98433 -6.70190
N -0.86157 -1.49997 -3.39067
H -0.98524 1.27713 -4.35806
H -0.85606 1.09544 -2.63578
H -2.34322 1.58404 -3.22098
H -2.73248 -0.76302 -2.82539
H -3.70548 -0.40269 -4.85177
H -2.87907 -1.97195 -4.90436
H -0.27943 -1.01170 -5.98789
H -0.88053 -0.47980 -7.63490
H -1.26294 -2.04582 -6.95983
H -0.31933 -1.50132 -4.24492
H -0.25346 -1.11630 -2.66921
C -4.34428 4.30875 2.01373
C -3.73812 3.33079 3.02253
C -4.53093 2.02530 2.95856
O -3.96358 1.16118 3.92886
C -4.64205 -0.09128 3.97705
N -2.31005 3.17252 2.72861
H -5.28126 4.75814 2.35270
H -4.47661 3.78565 1.06628
H -3.68477 5.15806 1.83541
H -3.90463 3.76612 4.01018
H -4.42891 1.59132 1.95552
H -5.58061 2.23337 3.19890
H -4.28354 -0.72825 4.78629
H -4.40138 -0.68140 3.08369
H -5.71804 0.06400 4.07684
H -1.93170 2.59336 3.47856
H -2.21416 2.54946 1.92765
O -1.78975 -3.43376 0.89704
H -0.95832 -3.05357 0.59090
H -2.19092 -3.80326 0.10634
O 3.21783 2.84255 1.70361
H 3.48477 2.16136 2.33237
H 3.19129 2.39539 0.85409
O 2.62858 0.61563 4.01853
H 1.90054 0.70626 3.38397
H 2.21368 0.16584 4.76480
*
```

Löwdin population analysis, charges in e, atoms 1 to 6: number 1, As, carries 0.783; number 2, F, carries -0.254; number 3, F, carries -0.233; number 4, F, carries -0.233; number 5, F, carries -0.235; number 6, F, carries -0.231